{
  "formula": "C12H19N2O3",
  "method": "the ωB97M-V functional and the def2-TZVPD basis",
  "e_tot_ev": -21863.1140,
  "total_charge": 1,
  "relative_energy_kcal_mol": 121.7,
  "homo_ev": -12.604,
  "species": ["C", "H", "H", "H", "C", "C", "H", "H", "C", "C", "H", "H", "H", "O", "C", "H", "H", "H", "H", "C", "N", "C", "H", "C", "H", "H", "H", "O", "H", "H", "O", "C", "N", "C", "C", "H"],
  "positions_angstrom": [[0.375, -0.945, 1.265], [-2.254, -1.967, 2.913], [4.505, -1.422, -0.151], [-5.140, -0.919, 1.209], [-0.773, -0.663, 2.094], [-4.151, -1.282, 0.869], [0.827, 1.827, 3.918], [5.755, 1.357, -2.984], [3.850, 2.314, -2.621], [2.597, -0.566, 0.704], [-4.119, -2.376, 1.061], [-3.161, -1.662, -1.052], [4.433, 0.235, -2.595], [-3.172, -0.579, 1.670], [-3.704, 0.516, -0.976], [-1.940, -2.237, 1.183], [4.504, 0.979, -4.184], [-1.338, 0.623, 3.758], [4.029, 2.488, -1.555], [-2.088, -1.438, 1.941], [1.713, 0.739, 2.362], [4.692, 1.157, -3.125], [0.029, -1.419, -0.495], [-0.540, 0.345, 3.050], [2.253, 1.244, -2.329], [-3.401, 1.120, -0.101], [4.091, 3.227, -3.163], [2.463, 2.046, -2.817], [-4.909, -1.298, -1.135], [-4.656, 0.941, -1.350], [0.362, -1.885, 0.299], [-3.953, -0.993, -0.656], [1.486, -0.225, 1.507], [3.570, -0.933, 0.113], [0.715, 1.050, 3.150], [-2.951, 0.604, -1.780]]
}